# 1
Computed, not measured: a cluster of 2 separate species, C4H10BrN3O3 in total, with ωB97M-V/def2-TZVPD.

CARTESIAN COORDINATES (ANGSTROEM)
Br  -0.7437  -1.4490  2.8026
C  -0.9547  -1.0278  0.8906
C  0.4019  -0.7544  0.2926
N  0.8684  0.6626  0.3280
C  -0.1827  1.7287  0.2081
C  -1.4017  1.3429  1.0189
N  -1.9094  0.0222  0.7322
H  -1.3423  -1.9259  0.4273
H  0.4911  -1.0152  -0.7550
H  1.1703  -1.3310  0.7943
H  1.4507  0.8266  1.1454
H  1.4878  0.6976  -0.4997
H  0.2548  2.6607  0.5531
H  -0.4116  1.8339  -0.8481
H  -1.1649  1.3865  2.0826
H  -2.1883  2.0666  0.8253
H  -2.3648  -0.0416  -0.1691
N  1.6490  -1.4436  -2.4669
O  0.6118  -2.1198  -2.2175
O  2.4728  -1.8120  -3.2719
O  1.8054  -0.3079  -1.8727

Its HOMO-LUMO gap is 8.98 eV. As for the multiplicity: 1. The LUMO energy is -0.01 eV.

Quick look at the natural (NBO) charges, all values in e: number 1, Br, carries -0.055; number 2, C, carries -0.063; number 3, C, carries -0.329; number 4, N, carries -0.516; number 5, C, carries -0.237; number 6, C, carries -0.251; number 7, N, carries -0.623; number 8, H, carries 0.249; number 9, H, carries 0.317; number 10, H, carries 0.231; number 11, H, carries 0.416; number 12, H, carries 0.488; number 13, H, carries 0.219; number 14, H, carries 0.225; number 15, H, carries 0.210; number 16, H, carries 0.227; number 17, H, carries 0.386; number 18, N, carries 0.721; number 19, O, carries -0.533; number 20, O, carries -0.413; number 21, O, carries -0.669

# 2
Computed, not measured: a cluster of 2 separate species, C4H10Cl2S2 in total, with ωB97M-V/def2-TZVPD.

CARTESIAN COORDINATES (ANGSTROEM)
Cl  -2.3798  1.4223  -0.6407
Cl  0.2407  2.2481  0.3485
C  -1.5977  1.0314  1.9239
C  -1.0713  1.0552  0.5097
H  -2.3938  0.2742  2.0208
H  -2.0123  2.0153  2.2009
H  -0.7862  0.7808  2.6276
H  -0.6461  0.0795  0.1978
S  1.7995  -2.2765  -0.7400
S  -0.0778  -1.8603  -1.4161
C  1.9526  -1.1587  0.6702
C  0.2098  -0.4310  -2.4820
H  2.9376  -1.3420  1.1315
H  1.1701  -1.3507  1.4235
H  1.8974  -0.0994  0.3678
H  0.5981  0.4346  -1.9194
H  0.9178  -0.6695  -3.2935
H  -0.7588  -0.1533  -2.9306

As for the SMILES: CC(Cl)Cl.CSSC. Its HOMO-LUMO gap is 9.72 eV. As for the multiplicity: 1. The LUMO energy is 0.67 eV.

Quick look at the natural (NBO) charges, all values in e: number 1, Cl, carries -0.036; number 2, Cl, carries -0.043; number 3, C, carries -0.642; number 4, C, carries -0.221; number 5, H, carries 0.232; number 6, H, carries 0.230; number 7, H, carries 0.227; number 8, H, carries 0.239; number 9, S, carries 0.101; number 10, S, carries 0.087; number 11, C, carries -0.771; number 12, C, carries -0.770; number 13, H, carries 0.235; number 14, H, carries 0.217; number 15, H, carries 0.225; number 16, H, carries 0.222; number 17, H, carries 0.229; number 18, H, carries 0.238

# 3
Computed, not measured: a cluster of 2 separate species, C4H10Cl2S2Si in total, with ωB97M-V/def2-TZVPD.

CARTESIAN COORDINATES (ANGSTROEM)
C  1.8656  -0.1984  -0.8595
C  -0.0484  1.0611  0.5065
C  0.3656  -2.4724  -0.0341
C  1.1407  0.1615  0.4831
Si  -2.3066  -1.4251  0.5830
S  0.7259  -1.3894  1.3554
S  -0.9604  -1.7933  -1.0812
Cl  -2.9183  3.6821  -0.1261
Cl  -3.4146  -0.0137  -0.2759
H  2.0915  0.7637  -1.4260
H  2.7178  -0.5887  -0.3091
H  1.3984  -0.7716  -1.6520
H  -1.0167  0.7651  0.0042
H  0.1507  2.0949  0.3106
H  -0.3699  1.0835  1.5634
H  -0.1510  -3.3665  0.5663
H  1.2065  -2.9270  -0.5272
H  1.8863  0.5281  1.2032
H  -2.3629  4.8063  -0.2846

Its HOMO-LUMO gap (alpha / beta) is 6.52 / 6.20 eV. As for the multiplicity: 3. The LUMO energy (alpha / beta) is 0.53 / -2.58 eV.

Quick look at the natural (NBO) charges, all values in e: number 1, C, carries -0.642; number 2, C, carries -0.649; number 3, C, carries -0.732; number 4, C, carries -0.324; number 5, Si, carries 0.575; number 6, S, carries 0.267; number 7, S, carries -0.151; number 8, Cl, carries -0.259; number 9, Cl, carries -0.395; number 10, H, carries 0.221; number 11, H, carries 0.224; number 12, H, carries 0.227; number 13, H, carries 0.232; number 14, H, carries 0.217; number 15, H, carries 0.214; number 16, H, carries 0.247; number 17, H, carries 0.247; number 18, H, carries 0.223; number 19, H, carries 0.259

# 4
Computed, not measured: the molecule C4H10Cl4Si2, with ωB97M-V/def2-TZVPD.

CARTESIAN COORDINATES (ANGSTROEM)
C  0.7215  -1.5107  1.9905
C  -1.8254  -1.2892  -0.4037
C  0.7159  -1.0369  0.5657
C  -0.6709  -0.3097  0.1312
Si  -0.4365  1.0390  -1.2033
Si  1.0993  2.8256  -0.7825
Cl  0.3118  0.2245  -2.9908
Cl  0.9261  3.5999  1.0875
Cl  0.5328  4.1827  -2.2597
Cl  3.0681  2.4886  -1.0706
H  -0.2933  -1.9216  2.1449
H  0.6323  -0.7453  2.7579
H  1.7164  -1.9342  2.0780
H  -1.3291  -1.7527  -1.3256
H  -2.0387  -2.0760  0.2693
H  -2.6363  -0.6645  -0.5804
H  1.7001  -0.5967  0.1998
H  0.8229  -1.9858  0.0332
H  -1.1322  0.1279  1.0838
H  -1.8846  1.3350  -1.7251

As for the SMILES: CC[C@H](C)[Si@H](Cl)[Si](Cl)(Cl)Cl. Its HOMO-LUMO gap is 10.41 eV. As for the multiplicity: 1. The LUMO energy is 0.27 eV.

Quick look at the natural (NBO) charges, all values in e: number 1, C, carries -0.629; number 2, C, carries -0.601; number 3, C, carries -0.405; number 4, C, carries -0.673; number 5, Si, carries 0.918; number 6, Si, carries 1.003; number 7, Cl, carries -0.395; number 8, Cl, carries -0.340; number 9, Cl, carries -0.358; number 10, Cl, carries -0.326; number 11, H, carries 0.218; number 12, H, carries 0.199; number 13, H, carries 0.230; number 14, H, carries 0.211; number 15, H, carries 0.213; number 16, H, carries 0.211; number 17, H, carries 0.208; number 18, H, carries 0.206; number 19, H, carries 0.236; number 20, H, carries -0.124

# 5
Computed, not measured: a cluster of 2 separate species, C4H10ClISi in total, with ωB97M-V/def2-TZVPD.

CARTESIAN COORDINATES (ANGSTROEM)
C  1.4847  0.3241  1.5029
C  -1.7128  -1.0308  0.1927
C  1.7711  -0.0754  0.0550
C  -1.3589  -0.3424  -1.1265
Si  0.4046  0.3688  -1.1952
Cl  1.1087  0.5960  -3.0681
I  -1.6097  3.8840  -0.0058
H  1.3691  1.3986  1.5923
H  0.5802  -0.1467  1.8704
H  2.3124  0.0152  2.1400
H  -1.7545  -0.3147  1.0133
H  -2.6934  -1.4980  0.1066
H  -0.9950  -1.8124  0.4340
H  1.9431  -1.1540  0.0100
H  2.7005  0.4019  -0.2642
H  -2.0862  0.4516  -1.3144
H  -1.4639  -1.0658  -1.9429

Its HOMO-LUMO gap (alpha / beta) is 6.12 / 5.00 eV. As for the multiplicity: 1. The LUMO energy (alpha / beta) is -1.75 / -2.38 eV.

Quick look at the natural (NBO) charges, all values in e: number 1, C, carries -0.609; number 2, C, carries -0.610; number 3, C, carries -0.920; number 4, C, carries -0.922; number 5, Si, carries 1.651; number 6, Cl, carries -0.332; number 7, I, carries -0.636; number 8, H, carries 0.234; number 9, H, carries 0.212; number 10, H, carries 0.221; number 11, H, carries 0.229; number 12, H, carries 0.229; number 13, H, carries 0.199; number 14, H, carries 0.256; number 15, H, carries 0.259; number 16, H, carries 0.290; number 17, H, carries 0.250

# 6
Computed, not measured: the molecule C4H10ClN, with ωB97M-V/def2-TZVPD.

CARTESIAN COORDINATES (ANGSTROEM)
C  -0.0097  1.9674  -0.0611
C  -0.8141  0.6319  0.2068
C  -0.1148  -0.5657  -0.3962
C  1.3192  -1.0626  0.3365
H  0.4101  2.0699  -1.0845
H  0.8158  2.0690  0.6013
H  -0.6389  2.9268  -0.1423
H  -1.0005  0.4317  1.2870
H  -1.8664  0.6564  -0.1657
H  -0.0078  -0.3681  -1.4295
H  -1.7001  -1.7846  -0.8035
H  -1.1953  -1.8008  0.7633
H  1.2880  -1.2004  1.3748
H  1.5794  -2.0409  -0.1454
N  -0.9089  -1.8174  -0.2059
Cl  2.8441  -0.1127  -0.1356

As for the SMILES: CC[C@H](N)CCl. Its HOMO-LUMO gap is 10.68 eV. As for the multiplicity: 1. The LUMO energy is 1.01 eV.

Quick look at the natural (NBO) charges, all values in e: number 1, C, carries -0.630; number 2, C, carries -0.424; number 3, C, carries -0.039; number 4, C, carries -0.343; number 5, H, carries 0.213; number 6, H, carries 0.220; number 7, H, carries 0.215; number 8, H, carries 0.196; number 9, H, carries 0.209; number 10, H, carries 0.197; number 11, H, carries 0.360; number 12, H, carries 0.348; number 13, H, carries 0.202; number 14, H, carries 0.230; number 15, N, carries -0.831; number 16, Cl, carries -0.123